1.
The following is a DFT calculation (ωB97M-V with the def2-TZVPD basis set) of AlF24P4 as an isolated structure.

- net charge = -1
- highest occupied orbital energy (eV) = -10.644
- strongest force on any atom (eV/Å) = 4.2
- 2S+1 = 1
- Kohn-Sham gap (eV) = 4.145
- E_LUMO (eV) = -6.499

Each line ends with the Löwdin charge.
Cartesian coordinates (Å):
Al -0.39166 0.09190 0.15506  1.767
P 1.65301 -0.42131 3.33943  0.173
F 1.81050 -1.26837 1.96395  -0.157
F 2.17626 -1.64424 4.28122  -0.155
F 3.16857 0.10258 3.29326  -0.115
F 1.35684 0.43772 4.68400  -0.144
F 1.05046 0.84507 2.47952  -0.164
F 0.14136 -1.01099 3.42679  -0.179
P -1.54267 1.38509 -3.01746  0.221
F -2.05950 0.30636 -4.10965  -0.133
F -2.40027 0.52803 -1.84862  -0.198
F -0.37759 0.24391 -2.65221  -0.182
F -0.88389 2.31894 -1.85861  -0.158
F -0.66092 2.02701 -4.14425  -0.076
F -2.92192 2.21540 -3.17226  -0.121
P 2.68118 1.98015 -0.84218  0.183
F 1.51201 2.19014 0.28868  -0.173
F 1.52165 1.41000 -1.80636  -0.185
F 2.50988 3.47041 -1.37252  -0.106
F 3.80895 1.65479 -1.90592  -0.106
F 3.78090 2.44578 0.25852  -0.127
F 2.77387 0.40469 -0.22135  -0.191
P -2.67949 -2.88414 0.42198  0.191
F -3.84020 -1.92355 1.02022  -0.146
F -2.99200 -4.03655 1.48262  -0.103
F -3.73744 -3.42702 -0.68443  -0.128
F -1.50683 -3.72303 -0.23283  -0.110
F -2.33589 -1.62331 -0.63125  -0.198
F -1.61516 -2.09545 1.40466  -0.181

2.
The following is a DFT calculation (ωB97M-V with the def2-TZVPD basis set) of C54H65N3O5STi as an isolated structure.

- highest occupied orbital energy (eV) = -7.708
- strongest force on any atom (eV/Å) = 0.7
- 2S+1 = 1
- Kohn-Sham gap (eV) = 7.833
- E_LUMO (eV) = 0.126

Each line ends with the Löwdin charge.
Cartesian coordinates (Å):
Ti 0.41741 -1.43656 -2.26064  1.148
C -2.89323 -0.20177 -3.52616  -0.039
O -1.83873 -0.20965 -2.54896  -0.198
C -2.19174 0.43724 -1.36853  -0.215
C -2.90685 -0.24431 -0.39575  -0.109
C -3.28441 -1.69993 -0.56162  -0.051
C -2.49372 -2.54867 0.39938  -0.122
C -3.08122 -3.09835 1.53233  0.022
C -2.34836 -3.82191 2.46476  -0.165
C -0.98808 -3.98740 2.20977  0.013
C -0.36955 -3.45792 1.08933  -0.116
C 1.11434 -3.61889 0.87350  -0.058
C 1.84088 -2.31307 1.11132  -0.100
C 1.94232 -1.77619 2.38602  0.037
C 2.54180 -0.54224 2.62844  -0.144
C 3.06565 0.15265 1.54219  0.049
C 2.97893 -0.34753 0.24910  -0.116
C 3.48243 0.44577 -0.93290  -0.055
C 2.60306 1.62003 -1.28160  -0.120
C 3.15977 2.88755 -1.33939  0.010
C 2.42579 4.01709 -1.68691  -0.170
C 1.08392 3.81886 -1.97494  0.023
C 0.48462 2.56480 -1.92672  -0.115
C -0.98152 2.44216 -2.26313  -0.051
C -1.78477 1.74667 -1.19374  -0.120
C -2.09067 2.38490 0.00291  0.045
C -2.79382 1.73865 1.01361  -0.149
C -3.19785 0.42538 0.78340  0.034
C -3.11570 2.39901 2.35325  -0.554
C -2.47787 1.58238 3.48706  -0.039
C -4.63799 2.44035 2.54603  -0.047
C -2.58345 3.83007 2.43513  -0.068
C 1.24346 1.44277 -1.57708  -0.209
O 0.66378 0.22727 -1.49291  -0.147
C 3.10161 5.38514 -1.73561  -0.561
C 4.23880 5.35410 -2.76646  -0.048
C 3.67816 5.72038 -0.35267  -0.048
C 2.12758 6.49530 -2.12951  -0.071
C 2.36666 -1.57221 0.06687  -0.185
O 2.20767 -2.03483 -1.24859  -0.304
C 3.33743 -2.73968 -1.79189  -0.063
C 2.57607 0.00853 4.05247  -0.554
C 1.13601 0.17938 4.55912  -0.038
C 3.32465 -0.97726 4.96077  -0.046
C 3.27910 1.36360 4.13309  -0.067
C -1.12855 -2.71974 0.17866  -0.209
O -0.55375 -2.17647 -0.90803  -0.185
C -2.96200 -4.41211 3.73272  -0.560
C -2.27749 -3.79430 4.96028  -0.047
C -2.75492 -5.93318 3.74628  -0.048
C -4.46236 -4.13400 3.83019  -0.070
H -3.75383 0.33282 -3.12759  0.111
H -3.17670 -1.22626 -3.76801  0.080
H -2.54215 0.30926 -4.42408  0.089
H -3.08763 -2.02977 -1.58218  0.108
H -4.35069 -1.82687 -0.36321  0.129
H -4.14278 -2.93843 1.67312  0.106
H -0.37406 -4.54945 2.90576  0.114
H 1.29467 -3.97327 -0.14138  0.073
H 1.49457 -4.37153 1.56649  0.128
H 1.50152 -2.33474 3.20478  0.121
H 3.52229 1.12456 1.67818  0.115
H 3.56333 -0.19099 -1.81316  0.111
H 4.48331 0.81763 -0.70576  0.127
H 4.21494 2.98262 -1.10507  0.113
H 0.45663 4.65768 -2.24869  0.105
H -1.08757 1.91052 -3.21080  0.122
H -1.38366 3.44631 -2.41004  0.124
H -1.73935 3.40003 0.13837  0.114
H -3.72741 -0.12024 1.55753  0.119
H -2.84978 0.55702 3.50242  0.077
H -2.69803 2.03881 4.45463  0.087
H -1.39294 1.54263 3.36238  0.069
H -5.07195 1.43973 2.53598  0.076
H -5.11192 3.02107 1.75226  0.090
H -4.88332 2.90426 3.50440  0.084
H -1.49685 3.86043 2.33175  0.087
H -2.83857 4.25683 3.40685  0.085
H -3.02319 4.46668 1.66512  0.086
H 4.98656 4.60109 -2.51454  0.076
H 4.73803 6.32497 -2.81052  0.084
H 3.84874 5.12212 -3.75959  0.088
H 4.41296 4.98001 -0.03445  0.075
H 2.88399 5.75007 0.39582  0.089
H 4.16961 6.69599 -0.37228  0.083
H 1.70399 6.32433 -3.12094  0.086
H 2.65523 7.45062 -2.15209  0.084
H 1.30881 6.58329 -1.41277  0.086
H 4.25527 -2.25603 -1.46125  0.107
H 3.25269 -2.69843 -2.87392  0.081
H 3.31876 -3.77343 -1.44576  0.092
H 0.59180 -0.76594 4.55254  0.078
H 0.59065 0.88352 3.92604  0.071
H 1.13829 0.56436 5.58125  0.088
H 2.83996 -1.95397 4.98059  0.076
H 3.35412 -0.59641 5.98419  0.084
H 4.35149 -1.11652 4.61713  0.090
H 2.76788 2.11924 3.53346  0.087
H 4.31662 1.29890 3.79959  0.087
H 3.28272 1.70727 5.16896  0.085
H -1.20669 -4.00262 4.96826  0.075
H -2.70720 -4.20081 5.87894  0.084
H -2.40944 -2.71029 4.96795  0.085
H -1.69685 -6.19523 3.71357  0.076
H -3.24211 -6.39311 2.88449  0.090
H -3.18179 -6.36436 4.65488  0.083
H -4.67205 -3.06294 3.85998  0.084
H -4.85490 -4.57609 4.74778  0.084
H -5.00531 -4.57064 2.98986  0.087
N -1.64464 -5.29174 -2.91522  0.079
C -0.93373 -4.17357 -3.22012  -0.858
S 0.75784 -4.12255 -2.84167  0.712
N -1.57113 -3.19036 -3.79032  0.001
N -0.72368 -2.10753 -3.99010  -0.151
C -0.72199 -1.58542 -5.15373  -0.069
C 0.12300 -0.46767 -5.53076  -0.142
C -0.16074 0.25860 -6.69055  -0.046
C 0.64551 1.30237 -7.09341  -0.095
C 1.77480 1.61495 -6.33441  -0.074
C 2.09032 0.89357 -5.20143  0.001
C 1.27151 -0.15960 -4.77425  -0.307
O 1.58280 -0.84402 -3.68725  -0.177
H -1.12598 -6.11339 -2.66389  0.076
H -2.53480 -5.41513 -3.36836  0.094
H -1.38958 -2.01439 -5.89970  0.144
H -1.03647 -0.00932 -7.27191  0.113
H 0.40927 1.86668 -7.98488  0.098
H 2.41478 2.43423 -6.63767  0.104
H 2.95892 1.13612 -4.60187  0.119

Which of these has the highest Kohn-Sham gap? C54H65N3O5STi

2S+1 of number 1 (AlF24P4)? 1

Among the records above, which one has the highest highest occupied orbital energy? C54H65N3O5STi